DFT (ωB97M-V/def2-TZVPD) results for C40H42AsCl5MnN4PS2 as an isolated structure.

Properties
ΔE to the lowest compared entry with this formula, charge and spin ... 0.0 kJ/mol
Charge ... +1
Orbital gap (spin up / spin down) ... 0.319 / 0.302 Ha
HOMO level (spin up / spin down) ... -10.46 / -10.49 eV
2S+1 ... 6
Strongest force on any atom ... 0.7 eV/A

```
96
Properties=species:S:1:pos:R:3:forces:R:3
Mn 0.337 0.577 -0.123 -0.26 0.52 0.43
Cl 0.480 2.343 3.337 -0.13 -0.25 0.00
C -0.488 0.885 3.104 0.13 0.39 0.28
C -0.617 0.361 1.834 0.14 -0.18 -0.46
C -1.375 -0.789 1.780 -0.12 -0.29 -0.11
Cl -1.439 -1.604 0.202 0.00 0.05 0.15
C -2.001 -1.407 2.854 -0.01 -0.05 -0.11
Cl -2.904 -2.858 2.654 0.02 0.03 0.02
C -1.837 -0.838 4.111 0.03 0.04 0.01
Cl -2.539 -1.578 5.489 0.00 0.01 0.02
C -1.064 0.318 4.241 0.04 0.06 -0.03
Cl -0.821 0.999 5.798 0.01 0.02 0.00
S -1.223 3.564 -0.098 0.07 -0.13 -0.16
C 0.380 3.507 -0.527 0.18 -0.02 0.14
N 1.359 2.839 0.216 -0.18 -0.08 -0.16
C 2.683 3.320 -0.231 -0.18 -0.09 0.00
C 2.398 3.661 -1.690 -0.24 0.11 0.11
N 0.984 4.034 -1.592 -0.04 -0.02 -0.30
H 1.155 2.833 1.214 0.09 -0.01 0.06
H 3.447 2.560 -0.120 0.05 -0.07 0.01
H 2.967 4.206 0.335 0.03 0.07 0.02
H 2.527 2.797 -2.344 -0.02 -0.09 -0.04
H 3.006 4.481 -2.058 0.00 0.05 -0.01
H 0.425 4.330 -2.376 0.06 0.08 0.01
C -3.932 -2.461 -2.046 -0.02 -0.04 0.10
C -3.511 -1.638 -3.249 0.20 0.07 -0.05
N -2.211 -0.971 -3.073 0.04 0.04 0.09
C -1.876 0.208 -2.556 -0.13 -0.01 0.05
S -0.158 0.568 -2.521 -0.05 0.06 -0.10
N -2.711 1.128 -2.101 0.12 0.05 0.14
C -4.173 1.161 -1.928 0.22 0.06 -0.07
C -4.883 1.777 -3.123 -0.01 0.02 -0.07
H -4.919 -2.893 -2.215 0.03 0.01 -0.03
H -3.969 -1.862 -1.135 -0.03 -0.01 -0.05
H -3.232 -3.279 -1.869 -0.01 0.03 0.00
H -4.256 -0.902 -3.526 -0.09 0.12 0.02
H -3.389 -2.281 -4.119 -0.02 -0.03 -0.04
H -1.394 -1.518 -3.299 -0.05 -0.07 -0.04
H -2.218 1.953 -1.762 -0.11 0.00 0.01
H -4.343 1.759 -1.034 0.00 0.04 0.00
H -4.543 0.170 -1.701 0.00 -0.18 -0.01
H -4.558 2.807 -3.279 -0.01 -0.06 0.02
H -5.962 1.784 -2.957 0.06 0.00 0.01
H -4.681 1.219 -4.040 -0.02 0.03 0.05
C 4.100 -0.196 0.141 -0.06 0.12 0.10
C 5.200 -1.121 0.629 0.02 -0.19 0.07
As 6.911 -0.470 -0.092 0.15 0.04 0.14
C 6.409 -0.831 -1.937 0.12 -0.08 -0.24
C 6.037 -2.103 -2.373 -0.01 0.10 -0.12
C 5.667 -2.311 -3.695 0.04 0.07 0.04
C 5.670 -1.247 -4.595 0.00 0.00 0.07
C 6.038 0.021 -4.170 -0.02 -0.05 0.10
C 6.408 0.228 -2.841 -0.08 -0.10 -0.19
C 7.980 -2.066 0.241 0.05 -0.04 -0.10
C 7.670 -2.990 1.233 0.11 -0.09 0.00
C 8.485 -4.100 1.442 -0.05 0.09 -0.02
C 9.614 -4.292 0.660 0.00 0.05 -0.04
C 9.934 -3.367 -0.328 -0.04 0.01 0.02
C 9.124 -2.259 -0.533 0.01 -0.11 0.06
P 2.395 -0.810 0.376 0.01 -0.49 0.01
C 2.253 -1.237 2.135 -0.01 -0.01 0.06
C 2.877 -0.423 3.077 0.07 0.01 0.08
C 2.673 -0.626 4.436 -0.02 0.01 -0.05
C 1.833 -1.642 4.867 0.00 0.00 0.00
C 1.191 -2.450 3.936 0.02 0.05 -0.06
C 1.393 -2.244 2.578 -0.05 0.05 0.06
C 2.449 -2.363 -0.572 0.06 -0.08 -0.08
C 2.289 -2.272 -1.956 -0.05 -0.08 -0.02
C 2.418 -3.396 -2.761 -0.02 0.01 0.11
C 2.702 -4.629 -2.188 0.00 0.04 -0.02
C 2.875 -4.728 -0.815 0.02 0.07 0.01
C 2.759 -3.601 -0.011 0.04 -0.04 -0.05
H 4.182 -0.052 -0.942 -0.03 0.05 0.00
H 4.180 0.792 0.598 0.06 -0.01 0.03
H 5.040 -2.144 0.271 0.03 0.14 0.06
H 5.264 -1.149 1.717 -0.12 0.05 -0.02
H 6.046 -2.939 -1.681 0.02 0.00 -0.01
H 5.387 -3.304 -4.028 0.02 0.06 0.02
H 5.394 -1.413 -5.629 0.01 0.01 0.02
H 6.050 0.848 -4.870 0.01 -0.03 0.02
H 6.706 1.218 -2.515 0.03 0.00 0.01
H 6.796 -2.861 1.859 -0.03 0.00 0.00
H 8.235 -4.813 2.217 0.00 0.02 -0.01
H 10.247 -5.156 0.821 -0.02 0.03 -0.01
H 10.816 -3.509 -0.940 -0.03 0.00 0.02
H 9.385 -1.548 -1.309 -0.02 0.02 -0.01
H 3.525 0.388 2.761 0.00 -0.03 0.01
H 3.161 0.019 5.156 -0.01 -0.02 -0.03
H 1.669 -1.798 5.926 0.00 0.01 -0.03
H 0.518 -3.232 4.267 0.03 0.02 -0.02
H 0.853 -2.857 1.868 0.02 -0.04 -0.05
H 2.062 -1.321 -2.420 -0.02 0.08 0.02
H 2.299 -3.306 -3.834 0.00 0.01 0.03
H 2.797 -5.508 -2.812 0.00 0.01 0.01
H 3.116 -5.682 -0.365 -0.01 0.00 0.00
H 2.926 -3.692 1.052 -0.01 0.00 0.07
```
Forces are in eV/Å.

***

DFT (ωB97M-V/def2-TZVPD) results for C40H42BFN9OS2SiSr as an isolated structure.

Properties
ΔE to the lowest compared entry with this formula, charge and spin ... 127.2 kJ/mol
Charge ... -1
Orbital gap ... 0.220 Ha
HOMO level ... -3.96 eV
Strongest force on any atom ... 0.8 eV/A

```
98
Properties=species:S:1:pos:R:3:forces:R:3
Sr 0.498 0.393 -0.200 0.72 -0.25 -0.24
N -1.637 -3.633 -2.206 -0.16 0.19 0.32
C -1.283 -2.418 -1.683 0.05 -0.17 -0.26
S -0.168 -1.494 -2.570 -0.12 0.09 0.03
N -1.909 -2.179 -0.521 -0.07 -0.05 0.10
N -1.801 -0.921 -0.096 0.01 0.09 -0.03
C -2.370 -0.589 1.019 -0.12 -0.05 0.02
C -3.050 -1.540 1.936 0.02 -0.14 0.03
C -2.583 -1.672 3.242 -0.04 -0.04 0.03
C -3.202 -2.545 4.129 0.06 0.04 0.00
C -4.296 -3.291 3.717 -0.06 -0.06 -0.01
C -4.763 -3.169 2.413 0.02 0.04 -0.05
C -4.140 -2.304 1.524 0.07 0.04 0.09
C -2.475 0.859 1.308 -0.15 -0.08 0.03
C -3.423 1.341 2.217 0.07 0.21 -0.08
C -3.615 2.710 2.312 0.01 -0.06 0.03
C -2.854 3.566 1.532 0.12 -0.02 -0.03
C -1.891 3.005 0.704 0.01 0.08 -0.08
N -1.716 1.695 0.590 0.15 -0.05 0.07
H -1.017 -4.026 -2.883 0.16 -0.10 -0.16
H -2.138 -4.247 -1.584 0.00 -0.03 -0.03
H -1.719 -1.095 3.560 -0.05 -0.03 -0.05
H -2.820 -2.648 5.139 -0.03 0.01 -0.06
H -4.782 -3.975 4.404 0.03 0.04 -0.03
H -5.611 -3.755 2.078 0.01 -0.01 0.04
H -4.479 -2.223 0.501 -0.02 0.00 0.00
H -4.013 0.653 2.802 -0.03 -0.02 0.02
H -4.363 3.104 2.991 0.01 0.01 -0.01
H -2.973 4.639 1.577 -0.02 0.02 0.02
H -1.226 3.622 0.098 -0.10 -0.09 0.12
C 3.272 3.911 0.847 0.07 0.01 0.07
Si 2.984 3.985 -1.015 -0.02 -0.29 -0.10
C 2.466 5.768 -1.393 -0.04 0.16 -0.03
C 4.704 3.683 -1.770 0.08 0.01 0.01
N 1.780 2.847 -1.474 0.14 0.17 0.09
C 1.346 2.886 -2.761 -0.22 -0.12 -0.19
C 1.908 3.562 -3.876 0.18 0.06 -0.08
C 1.384 3.456 -5.160 0.02 0.03 -0.04
C 0.264 2.686 -5.438 -0.06 -0.04 -0.05
C -0.361 2.029 -4.374 0.02 0.08 -0.12
C 0.174 2.182 -3.128 0.15 0.00 0.32
F -0.478 1.583 -2.071 -0.43 0.17 -0.33
H 2.472 3.320 1.298 0.17 0.09 -0.06
H 4.228 3.427 1.090 -0.17 0.07 -0.05
H 3.287 4.907 1.311 -0.01 -0.12 -0.10
H 3.275 6.473 -1.160 -0.11 -0.09 -0.02
H 1.602 6.030 -0.765 0.11 -0.03 -0.08
H 2.169 5.919 -2.437 0.05 -0.02 0.19
H 5.372 4.520 -1.527 -0.04 -0.09 -0.02
H 4.729 3.533 -2.856 -0.08 0.05 0.19
H 5.128 2.782 -1.306 -0.06 0.09 -0.08
H 2.797 4.174 -3.745 -0.15 -0.16 0.03
H 1.885 3.988 -5.965 -0.06 -0.06 0.05
H -0.118 2.592 -6.449 0.03 0.00 0.10
H -1.240 1.403 -4.496 0.10 0.09 0.00
B 3.397 -1.294 0.729 0.14 0.26 -0.08
N 3.062 -1.224 2.246 -0.14 0.03 0.34
C 3.804 -1.723 3.256 0.15 -0.06 -0.30
C 3.026 -1.783 4.394 -0.01 0.10 0.07
C 1.790 -1.269 3.970 -0.09 -0.08 -0.08
N 1.813 -0.939 2.679 0.18 -0.20 0.24
N 2.745 -2.566 0.181 -0.19 -0.23 -0.05
C 3.279 -3.779 -0.056 0.08 0.12 0.07
C 2.242 -4.678 -0.222 0.02 0.02 -0.02
C 1.087 -3.892 -0.063 -0.08 0.02 0.04
N 1.397 -2.625 0.175 0.13 -0.03 -0.01
H 2.929 -0.340 0.130 0.02 0.16 0.17
H 4.598 -1.323 0.605 0.04 -0.09 -0.03
H 4.833 -2.013 3.073 -0.24 0.04 0.07
H 3.312 -2.132 5.378 -0.06 0.08 -0.17
H 0.885 -1.120 4.549 0.13 -0.02 -0.08
H 4.356 -3.900 -0.077 -0.23 -0.03 0.00
H 2.311 -5.734 -0.431 -0.01 0.08 0.01
H 0.047 -4.187 -0.108 0.13 0.02 -0.01
O 1.004 1.763 1.804 -0.01 0.14 0.12
S 0.704 1.634 3.265 -0.26 -0.08 -0.30
C -0.055 3.191 3.708 0.06 0.11 0.20
C 0.309 4.375 3.074 0.08 -0.12 -0.12
C -0.321 5.549 3.446 0.00 0.13 -0.04
C -1.297 5.539 4.440 -0.01 0.13 -0.02
C -1.657 4.353 5.058 -0.04 -0.10 0.07
C -1.035 3.165 4.687 -0.06 -0.02 -0.03
C 2.265 1.830 4.098 0.00 0.17 0.30
C 2.265 2.018 5.477 0.10 0.00 -0.01
C 3.476 2.092 6.143 -0.06 0.01 0.01
C 4.667 1.973 5.433 0.07 0.01 0.07
C 4.645 1.779 4.062 0.03 -0.01 -0.15
C 3.436 1.706 3.378 0.04 -0.07 0.04
H 1.063 4.357 2.290 -0.16 0.02 0.17
H -0.054 6.484 2.958 -0.02 -0.14 0.07
H -1.783 6.466 4.725 0.03 -0.08 -0.03
H -2.430 4.349 5.820 0.08 -0.01 -0.07
H -1.324 2.216 5.133 0.02 0.13 -0.04
H 1.330 2.111 6.024 0.08 -0.01 -0.06
H 3.488 2.241 7.217 0.03 -0.01 -0.05
H 5.616 2.027 5.958 -0.08 -0.01 -0.05
H 5.569 1.677 3.502 -0.06 0.01 0.10
H 3.401 1.540 2.310 -0.02 -0.02 0.10
```
Forces are in eV/Å.

***

DFT (ωB97M-V/def2-TZVPD) results for C40H42BrN6O4SSeW as an isolated structure.

Properties
ΔE to the lowest compared entry with this formula, charge and spin ... 333.2 kJ/mol
Charge ... +1
Orbital gap (spin up / spin down) ... 0.223 / 0.215 Ha
HOMO level (spin up / spin down) ... -10.11 / -9.87 eV
Strongest force on any atom ... 0.8 eV/A

```
96
Properties=species:S:1:pos:R:3:forces:R:3
W -0.096 1.595 0.760 -0.46 0.53 -0.40
O -0.747 4.555 3.633 0.02 -0.02 -0.03
C -0.711 3.579 2.911 -0.06 0.07 0.07
N 0.173 3.289 1.920 0.14 -0.24 -0.17
C 1.116 4.220 1.407 0.00 0.02 -0.05
C 1.589 5.349 2.062 -0.01 0.00 0.02
C 2.526 6.154 1.427 0.00 0.01 0.01
C 2.982 5.843 0.157 0.01 0.01 -0.01
C 2.516 4.716 -0.509 0.01 0.00 0.01
C 1.585 3.903 0.119 -0.02 0.04 0.02
N 0.985 2.745 -0.431 -0.01 -0.07 0.19
C 1.123 2.309 -1.713 0.24 0.00 -0.18
O 1.983 2.629 -2.501 -0.02 -0.01 0.05
C 0.096 1.218 -2.085 0.07 -0.23 0.08
C 0.816 -0.132 -2.317 0.02 0.03 0.05
C -0.083 -1.095 -3.118 0.01 -0.08 0.01
C -1.658 -2.222 -1.998 0.04 -0.10 -0.04
C -1.668 -1.436 -0.719 -0.04 0.02 0.04
N -0.928 0.990 -1.084 0.17 0.16 0.19
C -1.743 2.484 3.102 0.14 0.01 0.07
C -2.532 2.455 4.234 -0.10 0.06 -0.10
C -3.481 1.451 4.352 -0.05 -0.05 0.04
C -3.622 0.525 3.330 -0.05 -0.01 0.03
C -2.785 0.610 2.232 -0.01 -0.02 -0.05
N -1.849 1.558 2.133 0.29 -0.19 0.01
H 1.219 5.598 3.044 0.00 0.00 -0.01
H 2.898 7.034 1.935 -0.01 -0.01 0.00
H 3.712 6.479 -0.325 0.00 -0.01 -0.01
H 2.869 4.464 -1.496 0.00 0.01 0.00
H 1.773 0.038 -2.824 -0.02 0.01 -0.04
H 0.150 -1.016 -4.174 0.00 0.01 0.00
H -2.420 -2.964 -2.212 -0.03 0.03 0.04
H -1.671 -1.750 0.315 0.01 0.00 -0.03
H -2.392 3.219 4.986 0.01 0.02 -0.02
H -4.112 1.396 5.229 0.00 0.00 -0.01
H -4.364 -0.259 3.379 0.01 0.00 0.00
H -2.854 -0.082 1.402 0.00 -0.01 0.01
C 1.031 -3.681 -4.495 -0.03 -0.02 -0.01
C -0.319 -3.587 -3.771 0.03 -0.01 -0.02
C -0.689 -4.975 -3.229 0.01 0.01 0.02
C -1.386 -3.183 -4.798 0.00 0.01 -0.01
C -0.205 -2.560 -2.602 0.00 0.00 0.01
C -1.552 -0.851 -2.721 -0.07 0.06 0.03
C -1.491 -0.242 -1.346 0.00 -0.03 -0.06
Br -0.631 1.881 -3.820 0.01 -0.01 -0.07
C 1.187 -0.721 -0.964 0.00 0.03 -0.13
O 1.191 -0.045 0.092 -0.32 0.08 0.15
C 1.613 -2.115 -0.922 0.01 -0.08 0.00
C 0.877 -2.958 -1.668 0.03 0.06 0.02
C 2.808 -2.613 -0.090 0.05 -0.04 0.04
C 3.427 -1.547 0.821 -0.03 0.02 0.00
C 3.885 -3.053 -1.097 -0.02 0.01 0.00
C 2.414 -3.818 0.773 -0.01 0.00 -0.01
H 0.971 -4.414 -5.302 0.00 0.01 0.01
H 1.831 -3.995 -3.822 0.00 0.00 -0.01
H 1.320 -2.727 -4.940 0.00 0.00 0.01
H -0.915 -5.642 -4.061 0.01 0.00 0.00
H -1.570 -4.942 -2.586 0.00 0.00 -0.01
H 0.125 -5.436 -2.667 -0.01 0.00 0.00
H -1.395 -3.921 -5.601 0.00 0.01 0.00
H -1.181 -2.214 -5.256 -0.01 0.00 0.00
H -2.389 -3.155 -4.373 0.01 0.00 0.01
H -2.275 -0.505 -3.450 0.03 -0.01 -0.03
H 1.088 -4.017 -1.578 0.01 0.01 -0.01
H 3.716 -0.652 0.268 0.00 0.00 0.01
H 4.329 -1.963 1.273 0.00 -0.01 -0.01
H 2.753 -1.250 1.624 0.02 -0.01 -0.01
H 4.203 -2.216 -1.723 0.00 -0.01 0.00
H 3.515 -3.844 -1.751 0.01 0.00 0.00
H 4.760 -3.432 -0.566 0.00 0.00 0.00
H 1.618 -3.559 1.472 0.02 0.00 -0.01
H 3.278 -4.150 1.351 0.00 0.00 -0.01
H 2.082 -4.664 0.169 0.00 0.00 0.01
Se 1.676 1.733 3.774 0.03 -0.04 0.05
N 0.831 0.690 2.569 -0.30 0.17 -0.06
C 0.567 -0.477 3.148 0.10 -0.12 0.07
C -0.042 -1.608 2.531 0.04 0.12 0.06
C -0.301 -2.696 3.297 -0.02 -0.09 0.02
C 0.034 -2.756 4.692 -0.01 0.02 -0.06
C 0.671 -1.729 5.300 0.00 -0.01 0.00
C 0.967 -0.559 4.534 0.08 -0.01 -0.15
N 1.601 0.495 5.009 0.04 0.07 0.07
H -0.228 -1.593 1.469 -0.03 -0.02 0.00
H -0.751 -3.570 2.842 -0.01 0.01 -0.01
H -0.209 -3.654 5.243 0.02 0.01 0.02
H 0.968 -1.754 6.339 -0.01 -0.03 0.00
C -3.175 3.871 -1.943 -0.03 -0.05 0.03
S -2.995 2.967 -0.414 -0.04 0.13 -0.09
C -4.053 3.991 0.608 0.02 -0.05 0.03
O -1.587 3.314 0.058 0.03 -0.18 0.28
H -2.819 4.888 -1.786 0.00 0.00 0.02
H -4.224 3.862 -2.237 0.01 -0.02 0.01
H -2.568 3.364 -2.690 -0.02 0.01 0.02
H -5.087 3.839 0.299 0.01 0.01 -0.01
H -3.767 5.037 0.517 0.04 -0.01 -0.02
H -3.928 3.661 1.638 -0.02 -0.02 0.00
```
Forces are in eV/Å.

***

Q: Among the records above, which one has the lowest strongest force on any atom?
A: C40H42AsCl5MnN4PS2